Arrangement i

{"formula": "CH3N2PS", "method": "ωB97M-V with the def2-TZVPD basis set", "smiles": "C=NN=[PH]=S", "lumo_energy_ev": [-1.2, -1.8], "species": ["C", "N", "N", "P", "S", "H", "H", "H"], "coordinates": [[-0.42896, -0.13521, -1.48568], [0.14293, -0.81261, -0.58570], [0.85579, -0.86731, 0.39596], [0.83644, 0.38172, 1.55948], [-0.54302, 1.72120, 0.94817], [-0.32087, 0.97145, -1.62788], [-1.12144, -0.87283, -2.00984], [0.57912, -0.38642, 2.80548]], "nbo_charge": [-0.185, -0.060, -0.420, 0.730, -0.535, 0.249, 0.221, 0.000]}


Arrangement ii

{"formula": "CH3N2PS", "method": "ωB97M-V with the def2-TZVPD basis set", "smiles": "[H]/N=P\\S.C#N", "lumo_energy_ev": 0.1, "species": ["H", "N", "P", "S", "H", "C", "N", "H"], "coordinates": [[3.30512, -0.39893, -0.27006], [3.00199, 0.35426, 0.38140], [1.48219, 0.36591, 0.60624], [0.79346, -0.97450, -0.90695], [-0.30052, -1.26366, -0.18547], [-2.75787, 0.73812, 0.08152], [-1.74527, 0.44070, 0.57612], [-3.77909, 0.73811, -0.28281]], "nbo_charge": [0.371, -1.135, 0.999, -0.394, 0.159, 0.098, -0.340, 0.242]}


Best to worst by energy: arrangement ii, arrangement i.


Arrangement i

{"formula": "C6H9N3", "method": "ωB97M-V with the def2-TZVPD basis set", "lumo_energy_ev": 0.9, "species": ["C", "C", "C", "C", "C", "C", "N", "N", "N", "H", "H", "H", "H", "H", "H", "H", "H", "H"], "coordinates": [[2.11110, 0.32430, 0.40306], [0.09418, 0.28260, -0.32910], [0.63559, 1.51731, -0.58428], [-2.48785, -0.62843, 0.44224], [-1.70693, -0.76974, -0.53933], [0.82671, -1.83114, 0.53590], [1.90382, 1.55858, -0.10700], [1.06388, -0.45581, 0.25069], [0.11658, 2.63596, -1.22769], [3.06636, 0.04239, 0.73822], [-3.56167, -0.99060, 0.53694], [-2.11200, -0.20287, 1.41708], [-1.95232, -1.06409, -1.53512], [1.70825, -2.32349, 0.96544], [-0.02571, -1.76958, 1.28708], [0.52988, -2.47927, -0.28674], [-0.95268, 2.71280, -0.92600], [0.74281, 3.44108, -1.04138]], "nbo_charge": [0.157, 0.068, 0.214, -0.450, -0.140, -0.398, -0.494, -0.375, -0.826, 0.194, 0.216, 0.213, 0.201, 0.214, 0.213, 0.215, 0.381, 0.396]}


Arrangement ii

{"formula": "C6H9N3", "method": "ωB97M-V with the def2-TZVPD basis set", "smiles": "CN(C)CC(C#N)C#N", "lumo_energy_ev": 0.4, "species": ["C", "N", "C", "C", "C", "C", "N", "C", "N", "H", "H", "H", "H", "H", "H", "H", "H", "H"], "coordinates": [[1.52239, -0.31999, -0.86317], [0.49587, -1.01047, -0.10696], [0.59518, -0.78056, 1.31686], [-0.48991, -1.80775, -0.68480], [-0.88792, -3.60609, -0.98801], [0.10507, -4.25119, -1.79301], [0.99170, -4.71134, -2.39212], [-2.20506, -3.89958, -1.52446], [-3.30932, -4.07069, -1.89367], [2.33128, -0.03433, -0.17520], [1.91776, -1.02304, -1.63377], [1.18507, 0.60970, -1.37818], [1.59844, -0.38780, 1.54244], [-0.14447, -0.06146, 1.72931], [0.45588, -1.76128, 1.83512], [-1.40587, -1.86870, -0.03545], [-0.64336, -1.56627, -1.76394], [-0.83772, -4.00301, 0.06465]], "nbo_charge": [-0.403, -0.439, -0.401, -0.082, -0.504, 0.269, -0.316, 0.269, -0.289, 0.205, 0.215, 0.194, 0.208, 0.195, 0.201, 0.195, 0.208, 0.275]}


Best to worst by energy: arrangement ii, arrangement i.


Arrangement i

{"formula": "C6H9N3", "method": "ωB97M-V with the def2-TZVPD basis set", "smiles": "CC#N.CC#N.CC#N", "lumo_energy_ev": 0.5, "species": ["C", "C", "N", "H", "H", "H", "C", "C", "N", "H", "H", "H", "C", "C", "N", "H", "H", "H"], "coordinates": [[-2.70544, -0.43803, -1.43887], [-1.50692, 0.51952, -1.64175], [-0.67633, 1.29763, -1.79762], [-2.66350, -0.93182, -2.29559], [-2.73904, -1.01708, -0.47100], [-3.65146, 0.09033, -1.28710], [2.57161, 1.20390, -0.23513], [2.60294, 1.11294, 1.31414], [2.65366, 1.05864, 2.44145], [3.39681, 1.56727, -0.70828], [2.23764, 0.22101, -0.44431], [1.85003, 1.79165, -0.67019], [0.09575, -1.31410, 0.96419], [-0.97707, -0.67260, 1.80778], [-1.80139, -0.18441, 2.37126], [-0.01494, -2.34273, 0.82121], [0.23888, -0.82230, -0.07186], [1.08877, -1.13982, 1.34166]], "nbo_charge": [-0.693, 0.301, -0.366, 0.233, 0.266, 0.261, -0.684, 0.283, -0.343, 0.246, 0.235, 0.264, -0.724, 0.291, -0.329, 0.245, 0.251, 0.262]}


Arrangement ii

{"formula": "C6H9N3", "method": "ωB97M-V with the def2-TZVPD basis set", "smiles": "CN(/N=C\\C#N)C1CC1", "lumo_energy_ev": 0.4, "species": ["C", "N", "N", "C", "C", "N", "C", "C", "C", "H", "H", "H", "H", "H", "H", "H", "H", "H"], "coordinates": [[-0.02870, 1.30608, -0.59177], [-0.30331, -0.07575, -0.17870], [0.51041, -1.13732, -0.35168], [1.80054, -1.05966, -0.34970], [2.61507, 0.03267, 0.23914], [3.41826, 0.77579, 0.71424], [-1.66120, -0.37202, -0.27931], [-2.46797, -0.50768, 0.91676], [-2.72662, 0.64780, 0.02878], [0.55884, 1.35094, -1.51397], [-0.91569, 1.90443, -0.58944], [0.59538, 1.88137, 0.16020], [2.30591, -2.01340, -0.57328], [-1.85260, -1.10844, -1.06090], [-3.23009, -1.27146, 1.11413], [-1.95812, -0.20693, 1.78539], [-2.45793, 1.65653, 0.18927], [-3.60995, 0.58467, -0.58175]], "nbo_charge": [-0.450, -0.239, -0.135, -0.145, 0.212, -0.310, -0.058, -0.415, -0.419, 0.209, 0.223, 0.214, 0.234, 0.208, 0.223, 0.217, 0.211, 0.220]}


Best to worst by energy: arrangement i, arrangement ii.